(1)
ORCA calculation (wB97M-V/def2-TZVPD) on a structure of composition C27H53FO33S9.

Values from the calculation:
E_tot = -7226.78826 Ha
Multiplicity = 1

CARTESIAN COORDINATES (ANGSTROEM)
F 1.478869 1.208650 2.381042
C 1.109980 0.834798 1.159020
C -0.115364 0.215486 1.019455
C -0.434248 -0.295228 -0.260175
C 0.395613 -0.094413 -1.387617
C 1.622122 0.518780 -1.124202
C 1.964524 1.025023 0.125523
H -0.706696 -0.051398 1.931770
H -1.394314 -0.828296 -0.418182
H 0.181519 -0.340806 -2.417045
H 2.276108 0.688436 -1.930652
H 2.893300 1.473153 0.408806
C -5.246100 1.944408 4.622732
C -4.517110 1.231246 5.777342
O -3.221867 0.856076 5.230349
S -3.172339 0.734383 3.592553
O -3.073649 -0.609441 3.129010
O -2.195196 1.648118 3.044636
O -4.725286 1.223047 3.418968
H -5.033173 2.996819 4.565853
H -6.342278 1.768973 4.694643
H -5.051231 0.337157 6.058182
H -4.332837 1.900652 6.625910
C 4.605140 4.305721 1.245149
C 4.931037 3.987808 -0.241666
O 5.362516 5.173608 -0.936822
S 6.038666 6.216250 0.227004
O 5.458380 7.495354 0.029190
O 7.424163 6.053559 0.415080
O 5.231602 5.536477 1.544813
H 4.861221 3.424896 1.817419
H 3.512463 4.379966 1.301268
H 4.149006 3.402328 -0.775103
H 5.835979 3.398202 -0.318112
C -4.832027 0.845022 -0.238397
C -5.596410 0.407971 -1.611916
O -4.850855 1.029491 -2.673141
S -3.307258 1.008584 -2.236398
O -2.601690 2.130252 -2.731599
O -2.815243 -0.295917 -2.459056
O -3.619637 1.382152 -0.666037
H -4.794840 0.029928 0.513965
H -5.341479 1.708550 0.217289
H -6.558816 0.822698 -1.636393
H -5.611818 -0.664055 -1.741031
C -1.536559 -3.059791 -2.817222
C -1.832353 -4.687613 -2.618177
O -0.792406 -5.325962 -3.411410
S -0.019366 -4.214480 -4.323268
O -0.611005 -3.918855 -5.581718
O 1.357735 -4.654398 -4.341576
O -0.220481 -2.945197 -3.326973
H -1.520806 -2.469575 -1.899505
H -2.231186 -2.624272 -3.568422
H -2.887270 -5.010187 -2.691103
H -1.476501 -4.975540 -1.622244
C -0.728589 3.410482 -0.889482
C -1.355641 4.262022 0.237688
O -0.800990 5.584493 0.049279
S 0.776505 5.507660 -0.463476
O 1.646695 5.506459 0.682191
O 1.108135 6.437362 -1.477867
O 0.640576 3.917847 -1.061107
H -1.245258 3.602083 -1.817169
H -0.762010 2.337040 -0.704917
H -0.946765 3.849420 1.185391
H -2.468761 4.284544 0.217995
C 0.641797 3.638373 -4.147413
C 2.209237 3.674150 -4.175141
O 2.472350 3.473870 -5.525595
S 1.287805 2.740712 -6.231785
O 1.206189 1.333975 -5.961268
O 1.253066 3.076667 -7.616182
O 0.222768 3.587442 -5.468228
H 0.220802 4.515628 -3.667767
H 0.270621 2.737961 -3.688196
H 2.567830 2.823736 -3.570392
H 2.574082 4.671432 -3.933138
O 2.339012 -3.918973 3.451715
S 2.797134 -2.808226 4.197589
O 3.966312 -2.030406 3.870168
O 1.621653 -1.781825 4.116727
C 1.581570 -0.647941 4.967803
C 0.186604 -0.136484 4.919416
C 2.853832 -3.410607 5.863287
H 2.334863 0.019060 4.601385
H 1.719068 -0.947006 6.020171
H 0.155193 0.879030 5.266007
H -0.603885 -0.703875 5.402188
H 0.009617 0.057520 3.841640
H 3.128095 -4.456857 5.859848
H 1.892399 -3.414618 6.394373
H 3.609620 -2.892994 6.478413
O 3.759475 -0.115860 -3.589543
S 3.575350 -1.516480 -3.812243
O 4.746875 -2.398673 -3.701463
O 2.517448 -2.158394 -2.863562
C 2.894225 -3.245136 -2.022188
C 1.891546 -3.544709 -0.871316
C 2.783782 -1.732442 -5.363772
H 3.849935 -3.143018 -1.572775
H 2.824439 -4.171705 -2.634878
H 0.924771 -3.845861 -1.283406
H 1.772250 -2.754430 -0.158179
H 2.311967 -4.422284 -0.388004
H 1.865261 -1.123251 -5.470379
H 2.564326 -2.780702 -5.626689
H 3.522663 -1.455337 -6.132386
O -4.657262 -2.802276 0.095838
S -3.678480 -3.720360 0.710022
O -3.561380 -5.043961 0.192879
O -2.350874 -2.966085 0.568995
C -1.080335 -3.570978 0.975528
C -1.115674 -3.978545 2.485342
C -4.200370 -3.801211 2.374345
H -0.411095 -2.766418 0.754688
H -0.753199 -4.378821 0.326015
H -1.461505 -3.076412 3.016529
H -0.113327 -4.303762 2.852756
H -1.816446 -4.817320 2.591035
H -4.039743 -4.734226 2.914007
H -5.291435 -3.691429 2.415117
H -3.724975 -2.997711 2.901740

Cartesian forces (eV/Å) of the 2 atoms listed first:
F 0.4 0.5 0.9
C -1.2 -0.5 0.1

Löwdin atomic charge list, values in e, 8 entries: 0.080 -0.307 0.000 -0.085 -0.056 -0.056 0.003 0.098

***

(2)
ORCA calculation (wB97M-V/def2-TZVPD) on the molecule C4H8N2.

Values from the calculation:
Multiplicity = 1
ΔE to the lowest compared entry with this formula, charge and spin = 332.5 kJ/mol

CARTESIAN COORDINATES (ANGSTROEM)
C 0.859188 -0.585528 -0.907612
C -0.021251 0.541834 -0.464020
C 0.766584 -0.560411 0.532412
C -1.464553 0.523778 -0.261177
N 2.000132 -0.191800 2.513386
N 1.802065 -0.014515 1.227329
H 0.497397 -1.487253 -1.445320
H 1.846394 -0.046294 -1.142935
H 0.479961 1.479095 -0.337137
H 0.014611 -1.101670 1.037210
H -2.021245 1.458665 -0.624078
H -1.717481 0.328291 0.807740
H -1.927300 -0.422023 -0.834870
H 2.818357 0.347943 2.781921

Cartesian forces (eV/Å) of the 2 atoms listed first:
C 1.4 1.3 -1.9
C 2.0 -1.4 1.6

Löwdin atomic charge list, values in e, 8 entries: -0.118 -0.252 -0.330 -0.115 0.056 -0.061 0.125 0.139

***

(3)
ORCA calculation (wB97M-V/def2-TZVPD) on a structure of composition C13H19IN5ORuS.

Values from the calculation:
Multiplicity = 6
ΔE to the lowest compared entry with this formula, charge and spin = 102.0 kJ/mol
Net charge = -2

CARTESIAN COORDINATES (ANGSTROEM)
C -1.939951 0.644199 -3.494190
I 1.472281 0.549615 -3.080441
H -1.437577 1.327679 -4.304806
H -2.552223 1.224092 -2.795598
H -1.946124 -0.376743 -3.887667
C 2.167924 -3.447290 0.115843
C 3.208564 -2.672366 -0.257489
N 2.673513 -1.500962 -0.742698
C 1.309539 -1.536373 -0.758184
N 1.014117 -2.739725 -0.169276
H 2.157864 -4.415423 0.585663
H 4.269673 -2.830201 -0.182652
C -2.858347 2.605159 0.492185
C -0.831034 1.742256 0.044295
N -2.019206 1.538572 0.704539
H -2.518577 4.423027 -0.686536
N -0.968763 2.956387 -0.570207
H -3.826759 2.671189 0.941232
Ru 0.169090 0.210805 -0.892278
C -1.416158 -0.284802 -1.909496
O -2.368491 -1.001576 -1.751004
C -2.211854 3.474657 -0.308091
C 0.024127 3.655249 -1.371404
H 0.200635 4.641336 -0.929016
H -0.353724 3.762324 -2.391975
H 0.949616 3.084967 -1.397296
C -2.305559 0.452314 1.633743
H -3.291686 0.660890 2.067040
H -1.550013 0.406671 2.433208
H -2.323432 -0.514273 1.107435
C -0.289611 -3.237273 0.214119
H -0.226118 -4.331220 0.249979
H -1.052450 -2.924449 -0.508679
H -0.539100 -2.876386 1.222318
C 3.513832 -0.396468 -1.148246
H 3.153709 0.534311 -0.697824
H 3.524877 -0.308517 -2.243026
H 4.517440 -0.619993 -0.787574
S 1.132222 1.224969 1.064974
C 0.893506 -0.248292 1.849966
N 0.831087 -1.255524 2.464984

Cartesian forces (eV/Å) of the 2 atoms listed first:
C 2.2 0.6 -0.2
I 0.0 1.1 -2.4

Löwdin atomic charge list, values in e, 8 entries: -0.166 -0.334 0.019 -0.004 0.000 -0.086 -0.075 -0.155

***

(4)
ORCA calculation (wB97M-V/def2-TZVPD) on the molecule C3H4BrClS.

Values from the calculation:
Multiplicity = 1
ΔE to the lowest compared entry with this formula, charge and spin = 49.7 kJ/mol

CARTESIAN COORDINATES (ANGSTROEM)
C -2.088865 -0.466443 -0.171640
C -3.691497 -0.650741 -0.067038
C 0.329144 0.559557 0.094750
S -1.310260 1.048025 -0.105063
Cl -4.415834 -2.132772 -0.317826
Br -4.812019 0.873321 -0.187701
H -1.441929 -1.291671 0.002520
H 0.761602 0.553611 -1.012231
H 0.269966 -0.555051 0.446719
H 1.063415 1.201130 0.672843

Cartesian forces (eV/Å) of the 2 atoms listed first:
C -7.5 -0.3 0.9
C 7.5 2.1 -0.7

Löwdin atomic charge list, values in e, 8 entries: -0.494 -1.264 -0.479 0.797 0.592 0.633 0.021 0.072

***

| no. | strongest force on any atom (hartree/bohr) |
| --- | --- |
| 1 | 0.0866 |
| 2 | 0.0993 |
| 3 | 0.0614 |
| 4 | 0.1514 |